{
  "formula": "C23H48CdClInNOS2",
  "method": "ωB97M-V with the def2-TZVPD basis set",
  "homo_energy_ev": -10.32,
  "de_lowest_ev": 2.3630,
  "charge": 1,
  "homo_lumo_gap_ha": 0.10815,
  "elements": ["C", "C", "C", "C", "C", "C", "C", "C", "N", "C", "C", "C", "C", "C", "C", "C", "C", "C", "S", "S", "C", "C", "C", "In", "O", "C", "C", "C", "Cl", "H", "H", "H", "H", "H", "H", "H", "H", "H", "H", "H", "H", "H", "H", "H", "H", "H", "H", "H", "H", "H", "H", "H", "H", "H", "H", "H", "H", "H", "H", "H", "H", "H", "H", "H", "H", "H", "H", "H", "H", "H", "H", "H", "H", "H", "H", "H", "H", "Cd"],
  "coordinates": [[-3.646, -4.404, 1.270], [-2.117, -4.788, 1.358], [-1.409, -4.799, -0.062], [-0.027, -3.951, -0.007], [-0.358, -2.489, -0.481], [-1.205, -1.647, 0.561], [-1.331, -0.223, -0.073], [-1.577, 0.955, 0.964], [-0.852, 2.108, 0.423], [-0.890, 3.297, 1.305], [-0.377, 3.043, 2.764], [0.374, 4.359, 3.254], [0.679, 4.236, 4.798], [2.204, 4.577, 5.067], [2.438, 5.545, 6.298], [3.402, 4.855, 7.329], [2.543, 4.087, 8.403], [-1.468, 2.512, -0.843], [-3.082, 2.839, -1.034], [-0.382, 2.652, -2.309], [-0.350, 0.935, -3.010], [-0.863, 0.928, -4.485], [0.143, 0.181, -5.438], [-0.409, -2.002, -5.701], [-2.393, -2.185, -6.354], [0.860, -2.967, -7.343], [1.323, -4.394, -6.868], [2.887, -4.487, -6.712], [3.552, -3.154, -5.677], [-4.260, -5.303, 1.079], [-3.790, -3.644, 0.463], [-3.903, -3.883, 2.217], [-2.083, -5.839, 1.729], [-1.556, -4.178, 2.102], [-2.093, -4.265, -0.769], [-1.188, -5.832, -0.428], [0.372, -3.881, 1.033], [0.797, -4.370, -0.704], [-0.938, -2.494, -1.441], [0.571, -1.905, -0.690], [-0.692, -1.661, 1.550], [-2.219, -2.090, 0.652], [-0.329, 0.002, -0.519], [-2.065, -0.194, -0.909], [-2.678, 1.097, 1.078], [-1.191, 0.597, 1.943], [-0.195, 4.050, 0.849], [-1.885, 3.796, 1.375], [0.337, 2.198, 2.860], [-1.242, 2.933, 3.464], [1.297, 4.417, 2.635], [-0.291, 5.212, 2.998], [0.060, 4.995, 5.336], [0.418, 3.221, 5.182], [2.583, 5.123, 4.169], [2.769, 3.625, 5.162], [1.476, 5.889, 6.730], [2.969, 6.459, 5.931], [4.151, 4.203, 6.823], [3.985, 5.635, 7.870], [1.786, 4.796, 8.801], [3.188, 3.776, 9.252], [2.074, 3.216, 7.891], [0.726, 0.635, -3.015], [-0.883, 0.233, -2.341], [-1.021, 1.944, -4.926], [-1.846, 0.397, -4.524], [0.108, 0.684, -6.435], [1.178, 0.246, -5.036], [-0.142, -2.919, -4.166], [-2.399, -2.562, -7.240], [1.749, -2.342, -7.571], [0.230, -3.107, -8.249], [1.042, -5.157, -7.627], [0.848, -4.650, -5.887], [3.385, -4.482, -7.701], [3.116, -5.458, -6.213], [0.000, -4.783, -2.179]],
  "mulliken_charge": [-1.170, -0.758, -0.984, -1.189, 0.018, -0.474, -0.888, -1.105, 0.110, -0.860, -0.593, -0.910, -0.520, -0.598, -0.596, -0.588, -1.015, -0.033, -0.077, -0.201, 0.313, -0.648, -1.137, 1.061, -0.756, -1.017, -0.260, -0.612, -0.194, 0.345, 0.325, 0.311, 0.425, 0.359, 0.592, 0.671, 0.474, 0.493, 0.211, 0.478, 0.559, -0.032, 0.329, 0.662, 0.249, 0.539, 0.449, 0.369, 0.383, 0.362, 0.424, 0.294, 0.308, 0.348, 0.255, 0.282, 0.379, 0.330, 0.316, 0.338, 0.291, 0.345, 0.234, 0.397, -0.606, 0.363, 0.415, 0.438, 0.434, -0.292, 0.266, 0.401, 0.331, 0.333, 0.048, 0.343, 0.350, 0.760]
}

***

{
  "formula": "C3H9N2O3",
  "method": "ωB97M-V with the def2-TZVPD basis set",
  "homo_energy_ev": -14.65,
  "de_lowest_ev": 0.2108,
  "charge": 1,
  "homo_lumo_gap_ha": 0.42382,
  "elements": ["O", "C", "C", "N", "H", "H", "H", "H", "H", "H", "N", "C", "O", "O", "H", "H", "H"],
  "coordinates": [[-0.514, -0.431, 2.534], [-0.124, 0.658, 2.220], [1.147, 0.783, 1.403], [1.399, -0.570, 0.830], [-0.597, 1.582, 2.571], [1.034, 1.498, 0.595], [1.997, 1.066, 2.025], [2.390, -0.746, 0.655], [1.012, -1.261, 1.486], [0.881, -0.687, -0.055], [-1.890, 0.062, -2.524], [-0.945, -0.065, -1.551], [-0.056, -1.090, -1.719], [-0.821, 0.631, -0.577], [-2.612, 0.733, -2.294], [-2.243, -0.779, -2.954], [-0.056, -1.382, -2.642]],
  "mulliken_charge": [-0.470, 0.248, -0.678, -0.166, 0.391, 0.359, 0.407, 0.400, 0.384, 0.144, -0.492, 0.770, -0.593, -0.557, 0.276, 0.233, 0.344]
}

***

{
  "formula": "C29H28BrN10O4PSY",
  "method": "ωB97M-V with the def2-TZVPD basis set",
  "homo_energy_ev": -9.95,
  "de_lowest_ev": 0.0138,
  "charge": 1,
  "homo_lumo_gap_ha": 0.28056,
  "elements": ["Y", "C", "N", "C", "C", "N", "C", "P", "C", "N", "C", "C", "N", "C", "C", "N", "C", "C", "N", "C", "H", "H", "H", "H", "H", "H", "H", "H", "H", "H", "H", "H", "H", "H", "H", "N", "C", "C", "C", "C", "C", "C", "S", "O", "O", "N", "C", "N", "C", "C", "C", "N", "H", "H", "H", "H", "H", "H", "H", "H", "H", "Br", "C", "C", "C", "C", "C", "C", "C", "O", "O", "H", "H", "H", "H"],
  "coordinates": [[-0.117, 0.037, 0.554], [-3.668, -1.370, 5.053], [-2.923, -1.561, 3.809], [-3.167, -2.542, 2.881], [-2.280, -2.347, 1.871], [-1.491, -1.256, 2.161], [-1.911, -0.801, 3.335], [-1.152, 0.538, 4.296], [0.589, 0.176, 3.920], [1.133, 0.082, 2.716], [2.467, -0.178, 2.911], [2.722, -0.238, 4.245], [1.525, -0.017, 4.877], [1.338, 0.019, 6.328], [-1.394, 1.929, 3.156], [-1.028, 1.951, 1.883], [-1.330, 3.205, 1.414], [-1.871, 3.942, 2.423], [-1.907, 3.126, 3.525], [-2.427, 3.513, 4.837], [-4.434, -2.138, 5.107], [-3.009, -1.465, 5.912], [-4.150, -0.395, 5.066], [-3.939, -3.278, 3.022], [-2.165, -2.928, 0.970], [3.137, -0.309, 2.082], [3.627, -0.421, 4.796], [2.265, -0.303, 6.792], [1.104, 1.028, 6.659], [0.543, -0.660, 6.624], [-1.152, 3.480, 0.390], [-2.236, 4.953, 2.455], [-2.813, 4.525, 4.757], [-3.235, 2.853, 5.142], [-1.637, 3.493, 5.583], [0.173, -0.754, -7.007], [-0.158, -1.084, -5.721], [-0.695, -0.122, -4.861], [-0.959, -0.432, -3.544], [-0.690, -1.716, -3.064], [-0.211, -2.703, -3.930], [0.057, -2.386, -5.241], [-1.022, -2.067, -1.407], [-1.584, -3.381, -1.307], [-1.824, -0.933, -0.889], [0.265, -1.863, -0.467], [1.558, -2.285, -0.724], [2.464, -1.698, 0.079], [3.730, -2.001, -0.178], [4.115, -2.876, -1.177], [3.089, -3.452, -1.901], [1.806, -3.169, -1.682], [-0.126, 0.127, -7.387], [0.387, -1.478, -7.669], [-0.890, 0.879, -5.228], [-1.376, 0.315, -2.885], [-0.053, -3.708, -3.568], [0.436, -3.146, -5.913], [4.476, -1.526, 0.454], [5.153, -3.106, -1.363], [3.298, -4.170, -2.687], [1.595, 3.273, -7.274], [1.305, 2.817, -5.467], [2.188, 1.951, -4.838], [1.950, 1.598, -3.520], [0.835, 2.089, -2.855], [-0.034, 2.962, -3.495], [0.204, 3.342, -4.807], [0.513, 1.587, -1.498], [1.402, 0.968, -0.825], [-0.661, 1.698, -1.036], [3.034, 1.552, -5.378], [2.611, 0.911, -3.008], [-0.911, 3.319, -2.971], [-0.466, 4.020, -5.318]],
  "mulliken_charge": [0.880, -0.800, 0.178, -0.714, -0.461, 0.247, 0.037, -0.438, -0.203, 0.196, -0.676, -0.462, 0.197, -0.801, -0.186, 0.205, -0.770, -0.629, 0.200, -0.795, 0.319, 0.318, 0.304, 0.436, 0.527, 0.491, 0.428, 0.317, 0.315, 0.316, 0.576, 0.420, 0.316, 0.300, 0.317, -0.462, 0.961, -0.864, -0.291, -0.773, -0.494, -0.965, 1.454, -0.773, -0.724, 0.192, 0.391, -0.017, 0.088, -0.911, -0.194, -0.418, 0.197, 0.196, 0.566, 0.914, 0.494, 0.302, 0.314, 0.425, 0.442, -0.130, 0.102, -0.554, -0.597, 0.116, -0.083, -0.734, 1.712, -0.873, -0.729, 0.482, 0.478, 0.418, 0.434]
}

***

{
  "formula": "C2H4BrNO3",
  "method": "ωB97M-V with the def2-TZVPD basis set",
  "homo_energy_ev": -10.46,
  "de_lowest_ev": 0.4994,
  "charge": 0,
  "smiles": "CC(=O)Br.O=NO",
  "homo_lumo_gap_ha": 0.37982,
  "elements": ["C", "C", "N", "O", "O", "O", "Br", "H", "H", "H", "H"],
  "coordinates": [[0.285, -0.615, 0.270], [-1.042, -0.103, 0.132], [-0.179, 1.639, -1.567], [0.749, 1.892, -2.255], [-0.654, 2.727, -0.811], [-1.452, 0.822, 0.719], [-2.139, -1.034, -1.285], [0.566, 0.115, 1.079], [0.190, -1.638, 0.696], [1.014, -0.636, -0.523], [-1.507, 2.324, -0.472]],
  "mulliken_charge": [-0.840, 0.650, 0.306, -0.393, -0.357, -0.509, -0.196, 0.276, 0.312, 0.340, 0.411]
}